DFT (ωB97M-V with the def2-TZVPD basis set) results for a cluster of 3 separate species, C8H23NO3 in total at a distorted geometry.

Values from the calculation:
Energy above the lowest of the compared OMol25 structures with the same formula, charge and spin in eV: 0.000
HOMO energy in eV: -9.821
Frontier orbital gap in eV: 10.7

Geometry as ORCA input:
```
! wB97M-V def2-TZVPD RIJCOSX def2/J DEFGRID3
* xyz 0 1
C -4.371 1.488 6.351
O -4.061 0.390 5.491
C -2.715 -0.144 5.539
C -2.608 -1.451 4.752
C -3.504 -2.487 5.388
N -1.196 -1.894 4.655
H -3.908 2.392 5.957
H -3.968 1.334 7.352
H -5.426 1.760 6.328
H -1.911 0.515 5.212
H -2.446 -0.367 6.572
H -2.942 -1.249 3.734
H -4.560 -2.247 5.512
H -3.110 -2.793 6.358
H -3.502 -3.341 4.711
H -0.745 -1.232 4.040
H -0.748 -1.675 5.534
C 1.998 -2.340 -10.701
C 1.966 -0.943 -10.057
O 1.628 -0.911 -8.659
H 2.389 -3.059 -9.982
H 2.595 -2.358 -11.613
H 0.958 -2.630 -10.851
H 1.214 -0.275 -10.478
H 2.912 -0.407 -10.137
H 0.858 -1.448 -8.457
C 4.417 3.466 0.300
C 3.363 2.572 -0.427
O 4.042 1.973 -1.470
H 4.126 3.908 1.252
H 4.927 4.187 -0.339
H 5.238 2.839 0.647
H 2.566 3.211 -0.809
H 2.997 1.850 0.302
H 3.526 1.367 -2.006
*
```

DFT (ωB97M-V with the def2-TZVPD basis set) results for a structure of composition C8H24AgClO8 at a distorted geometry.

Values from the calculation:
HOMO energy (spin up / spin down) in eV: -15.346 / -15.327
Expectation value of S²: 2.014
Frontier orbital gap (spin up / spin down) in eV: 8.5 / 3.5

Geometry as ORCA input:
```
! wB97M-V def2-TZVPD RIJCOSX def2/J DEFGRID3
* xyz 2 3
Ag -0.870 -4.494 0.733
Cl -0.227 -1.949 0.141
C -0.746 -0.230 -4.061
C -1.783 -0.154 -5.263
O -2.685 0.992 -5.122
O -1.235 -0.879 -2.900
H -0.465 0.787 -3.791
H 0.223 -0.671 -4.297
H -2.396 -1.055 -5.300
H -1.293 -0.065 -6.233
H -2.760 1.155 -4.179
H -0.640 -0.696 -2.169
C 1.941 0.437 3.599
C 1.784 1.498 2.515
O 0.728 2.319 2.937
O 0.818 -0.431 3.616
H 2.204 0.802 4.592
H 2.771 -0.235 3.377
H 1.420 1.042 1.595
H 2.716 2.046 2.381
H 1.074 2.756 3.718
H 0.586 -0.666 2.715
C 2.339 -0.066 -2.311
C 3.279 0.324 -1.155
O 2.925 -0.556 0.005
O 2.535 -1.382 -2.677
H 2.602 0.625 -3.112
H 1.264 0.083 -2.210
H 3.381 1.384 -0.921
H 4.304 0.103 -1.452
H 1.966 -0.586 0.000
H 3.454 -1.609 -2.518
C -2.485 0.488 2.436
C -3.645 -0.349 2.784
O -3.193 -1.626 3.273
O -1.671 0.767 3.643
H -2.962 1.347 1.965
H -1.840 -0.006 1.709
H -4.159 -0.467 1.831
H -4.342 0.103 3.490
H -3.995 -2.152 3.309
H -0.922 1.265 3.307
*
```

DFT (ωB97M-V with the def2-TZVPD basis set) results for a structure of composition C8H24AuClI2OP2S at a distorted geometry.

Values from the calculation:
Energy above the lowest of the compared OMol25 structures with the same formula, charge and spin in eV: 0.000
HOMO energy (spin up / spin down) in eV: -14.100 / -14.247
Expectation value of S²: 2.016
Frontier orbital gap (spin up / spin down) in eV: 4.0 / 2.3

Geometry as ORCA input:
```
! wB97M-V def2-TZVPD RIJCOSX def2/J DEFGRID3
* xyz 2 3
I 0.012 -0.804 -5.272
I -0.026 1.882 -5.730
Au -0.057 1.321 0.176
P -2.393 1.280 0.192
C -3.159 0.898 -1.396
C -2.920 -0.102 1.259
H -3.978 0.045 1.551
H -4.222 2.585 1.085
H -2.278 -0.124 2.156
H -2.654 2.918 1.933
H -2.792 -0.073 -1.764
H -2.813 -1.048 0.699
C -3.139 2.745 0.958
H -4.256 0.849 -1.292
H -2.967 3.623 0.319
H -2.899 1.665 -2.139
P 2.281 1.265 0.218
C 3.066 0.879 -1.361
C 3.048 2.716 0.995
H 2.167 -0.078 2.210
H 3.828 -0.116 1.482
H 2.474 -1.076 0.760
C 2.743 -0.141 1.275
H 2.564 2.892 1.969
H 4.128 2.543 1.124
H 4.161 0.827 -1.243
H 2.823 1.647 -2.108
H 2.893 3.601 0.359
H 2.702 -0.090 -1.735
Cl -0.069 2.242 2.621
C 1.008 -3.571 -1.154
S -0.424 -2.879 -0.268
C -0.640 -3.822 1.253
O 0.019 -1.520 0.246
H 0.756 -4.530 -1.649
H 1.864 -3.658 -0.458
H 1.260 -2.858 -1.962
H 0.318 -3.949 1.777
H -1.303 -3.205 1.881
H -1.127 -4.779 1.035
*
```

DFT (ωB97M-V with the def2-TZVPD basis set) results for a structure of composition C8H24B3N5 at a distorted geometry.

Values from the calculation:
Energy above the lowest of the compared OMol25 structures with the same formula, charge and spin in eV: 0.000
HOMO energy in eV: -7.699
Frontier orbital gap in eV: 8.4

Geometry as ORCA input:
```
! wB97M-V def2-TZVPD RIJCOSX def2/J DEFGRID3
* xyz 0 1
B 0.338 -0.088 -1.265
B -1.055 -0.517 1.199
B 0.387 1.027 1.032
N -0.307 0.044 0.082
N -0.878 -0.036 2.529
N -0.222 1.153 2.314
N -0.377 0.368 -2.465
N 1.348 -1.128 -1.241
C -1.841 -1.901 1.007
C 1.492 2.071 0.455
C -1.973 0.067 3.430
C 0.339 2.145 3.250
C -1.493 1.258 -2.193
C 0.008 -0.214 -3.789
C 1.220 -2.335 -0.423
C 2.501 -1.212 -2.207
H -1.842 -2.095 -0.052
H -1.388 -2.679 1.625
H -2.830 -1.843 1.437
H 2.434 1.893 0.979
H 1.609 1.711 -0.536
H 0.977 3.011 0.548
H -1.690 0.398 4.452
H -2.677 0.825 3.012
H -2.543 -0.863 3.591
H -0.140 3.063 2.980
H 1.382 2.277 3.017
H 0.020 2.123 4.298
H -1.493 2.045 -2.993
H -1.382 1.722 -1.194
H -2.373 0.673 -2.328
H 0.747 -1.068 -3.798
H -0.834 -0.674 -4.247
H 0.474 0.500 -4.480
H 2.183 -2.722 -0.103
H 0.681 -2.097 0.493
H 0.679 -3.162 -1.013
H 2.555 -0.452 -3.021
H 3.409 -1.083 -1.641
H 2.553 -2.206 -2.743
*
```

DFT (ωB97M-V with the def2-TZVPD basis set) results for a structure of composition C8H24CuO8P at a distorted geometry.

Values from the calculation:
Energy above the lowest of the compared OMol25 structures with the same formula, charge and spin in eV: 0.000
HOMO energy in eV: 0.033
Frontier orbital gap in eV: 4.8

Geometry as ORCA input:
```
! wB97M-V def2-TZVPD RIJCOSX def2/J DEFGRID3
* xyz -2 1
Cu -13.781 40.645 -13.843
P -14.294 40.435 -16.299
O -13.404 39.408 -15.496
O -13.475 41.772 -16.385
O -15.548 40.789 -15.370
O -14.813 39.900 -17.620
C -12.246 44.859 -13.901
C -11.689 43.666 -14.655
O -12.340 42.473 -14.357
H -12.040 44.869 -12.827
H -13.325 44.899 -14.064
H -11.816 45.782 -14.317
H -10.603 43.556 -14.471
H -11.767 43.870 -15.732
H -12.911 42.197 -15.214
C -11.438 40.489 -11.885
C -12.545 40.517 -10.890
O -13.752 40.863 -11.569
H -10.526 40.107 -11.402
H -11.237 41.454 -12.344
H -11.653 39.771 -12.682
H -12.386 41.238 -10.075
H -12.627 39.533 -10.401
H -14.520 40.709 -11.013
C -15.777 38.110 -11.303
C -16.371 38.406 -12.669
O -15.756 39.584 -13.150
H -14.689 38.203 -11.293
H -15.995 37.105 -10.915
H -16.198 38.777 -10.536
H -17.452 38.539 -12.531
H -16.131 37.585 -13.352
H -16.013 39.836 -14.094
C -17.160 44.199 -12.699
C -15.937 43.383 -13.098
O -15.958 43.159 -14.475
H -17.206 44.447 -11.632
H -18.039 43.606 -12.962
H -17.199 45.105 -13.308
H -15.983 42.411 -12.581
H -15.001 43.874 -12.792
H -15.840 42.154 -14.616
*
```

DFT (ωB97M-V with the def2-TZVPD basis set) results for a structure of composition C8H24HgO6 at a distorted geometry.

Values from the calculation:
HOMO energy in eV: -0.117
Frontier orbital gap in eV: 5.0

Geometry as ORCA input:
```
! wB97M-V def2-TZVPD RIJCOSX def2/J DEFGRID3
* xyz -2 1
Hg -0.233 0.379 0.446
C -2.368 3.008 -2.853
C -1.912 2.516 -1.500
O -1.306 1.275 -1.465
H -1.596 3.152 -3.625
H -2.708 4.055 -2.778
H -3.134 2.386 -3.324
H -2.807 2.552 -0.843
H -1.194 3.242 -1.066
C -1.687 -2.419 2.658
C -2.108 -0.996 2.991
O -1.894 -0.096 1.984
H -1.649 -2.997 3.600
H -0.680 -2.435 2.246
H -2.449 -2.943 2.075
H -1.474 -0.716 3.874
H -3.128 -0.963 3.429
C 4.088 1.251 -1.918
C 3.072 1.611 -0.852
O 1.872 0.952 -0.934
H 3.804 1.531 -2.939
H 4.206 0.166 -1.918
H 5.022 1.785 -1.692
H 2.984 2.708 -0.675
H 3.544 1.300 0.118
C 0.024 -3.969 -0.778
C -0.784 -2.665 -0.916
O -0.071 -1.500 -0.958
H -0.699 -4.792 -0.787
H 0.563 -3.971 0.172
H 0.727 -3.996 -1.614
H -1.522 -2.690 -0.084
H -1.443 -2.696 -1.810
O 1.488 -0.699 2.027
H 1.817 -0.171 2.764
H 2.081 -1.456 1.966
O 0.463 2.459 1.428
H 1.306 2.823 1.721
H -0.217 3.018 1.829
*
```